1.
This record from the Open Molecules 2025 dataset describes a single C8H9NO2Si molecule in a non-equilibrium geometry. The level of theory is the ωB97M-V functional and the def2-TZVPD basis.

Calculated values
Energy above the lowest of the compared OMol25 structures with the same formula, charge and spin ... 453.1 kJ/mol
SMILES ... C[Si@@H](OOC#N)c1ccccc1
Kohn-Sham gap ... 9.54 eV
Highest occupied orbital energy ... -9.68 eV

Last column: Mulliken charge in e.
Atoms and positions in Å:
C 3.62 0.75 0.00  0.56
C -2.79 1.52 0.11  -0.27
C -2.77 0.61 1.16  -0.54
C -1.87 1.50 -0.90  -0.74
C -1.74 -0.26 1.20  -0.17
C -0.85 0.56 -0.85  -0.08
C -0.74 -0.30 0.26  0.37
C 1.69 -1.89 -1.02  -0.98
N 4.24 0.67 -0.97  -0.40
O 2.99 0.73 1.10  -0.33
O 1.57 0.44 0.78  -0.16
Si 0.97 -1.12 0.51  0.60
H -3.47 2.30 0.13  0.41
H -3.49 0.52 2.06  0.26
H -2.02 2.05 -1.81  0.37
H -1.72 -0.97 2.13  0.14
H -0.05 0.75 -1.52  0.25
H 1.35 -1.23 -1.93  0.23
H 2.79 -1.96 -0.97  0.34
H 1.30 -2.88 -1.18  0.37
H 1.00 -1.78 1.69  -0.23

***

2.
This record from the Open Molecules 2025 dataset describes 2 unconnected molecules or ions with the total composition C8H9NO4S in a non-equilibrium geometry. The level of theory is the ωB97M-V functional and the def2-TZVPD basis.

Calculated values
Energy above the lowest of the compared OMol25 structures with the same formula, charge and spin ... 524.9 kJ/mol
Kohn-Sham gap ... 8.20 eV
Highest occupied orbital energy ... -8.99 eV

Last column: Mulliken charge in e.
Atoms and positions in Å:
C 3.75 0.33 -0.30  -0.35
C 2.62 1.09 -0.01  -0.59
C 3.67 -1.05 -0.39  -0.49
C 1.40 0.46 0.19  -0.21
C 2.45 -1.68 -0.20  -0.25
C 1.34 -0.92 0.10  -0.01
C -0.90 -0.99 -1.19  -0.35
C -4.26 0.76 0.79  -0.62
N -2.99 -0.58 -0.69  0.32
O -3.97 -0.84 -1.32  -0.49
O -0.11 -3.13 0.25  -0.69
O -0.92 -1.14 1.48  -0.63
O -3.02 0.21 0.34  -0.03
S -0.27 -1.70 0.31  1.33
H 4.70 0.82 -0.46  0.37
H 2.69 2.16 0.05  0.37
H 4.55 -1.63 -0.62  0.38
H 0.50 1.01 0.41  0.35
H 2.35 -2.76 -0.26  0.45
H -1.08 -1.83 -1.88  0.29
H -4.23 0.70 1.88  0.25
H -5.10 0.19 0.38  0.31
H -4.32 1.80 0.47  0.28